{"formula": "C4H12NS", "method": "ωB97M-V with the def2-TZVPD basis set", "lumo_energy_ev": -3.598, "max_force_ev_per_a": 4.929, "smiles": "C[N+]#S(C)(C)C", "charge": 1, "mol_weight_g_mol": 106.214, "elements": ["C", "N", "S", "C", "C", "C", "H", "H", "H", "H", "H", "H", "H", "H", "H", "H", "H", "H"], "coordinates": [[-0.256, 1.787, -1.701], [-0.206, 0.368, -1.367], [0.030, -0.154, 0.022], [-0.335, -1.888, -0.263], [-1.205, 0.214, 1.439], [1.753, -0.152, 0.709], [-1.116, 1.955, -2.430], [0.723, 1.950, -2.250], [-0.257, 2.379, -0.708], [0.621, -2.467, -0.704], [-1.238, -1.764, -0.923], [-0.628, -2.339, 0.661], [-0.624, -0.290, 2.255], [-2.041, -0.399, 1.471], [-1.257, 1.246, 1.397], [2.348, -0.227, -0.225], [1.751, -1.008, 1.319], [1.937, 0.788, 1.298]], "nbo_charge": [-0.437, -0.852, 1.560, -0.785, -0.735, -0.782, 0.244, 0.222, 0.182, 0.289, 0.294, 0.241, 0.243, 0.265, 0.250, 0.279, 0.248, 0.275]}



{"formula": "C26H41NO27PS2", "method": "ωB97M-V with the def2-TZVPD basis set", "lumo_energy_ev": 1.299, "max_force_ev_per_a": 1.446, "charge": -1, "mol_weight_g_mol": 894.702, "elements": ["C", "C", "C", "C", "C", "S", "O", "O", "N", "S", "O", "O", "P", "O", "O", "H", "H", "H", "H", "H", "H", "H", "H", "H", "H", "H", "H", "H", "C", "C", "O", "C", "O", "O", "H", "H", "H", "H", "C", "C", "O", "C", "O", "O", "H", "H", "H", "H", "C", "C", "O", "C", "O", "O", "H", "H", "H", "H", "C", "C", "O", "C", "O", "O", "H", "H", "H", "H", "C", "C", "O", "C", "O", "O", "H", "H", "H", "H", "C", "C", "O", "C", "O", "O", "H", "H", "H", "H", "C", "C", "O", "C", "O", "O", "H", "H", "H", "H"], "coordinates": [[-4.518, -0.056, 2.545], [-3.469, -0.087, 1.424], [-2.892, 1.332, 1.164], [-2.325, -1.048, 1.748], [-2.764, -2.511, 1.715], [-2.027, -3.598, 2.944], [-1.854, -4.893, 2.321], [-2.965, -3.574, 4.049], [-0.645, -2.989, 3.530], [0.621, -2.811, 2.587], [0.442, -3.223, 1.202], [1.793, -3.350, 3.254], [1.057, -0.688, 2.329], [2.521, -0.867, 1.600], [1.487, -0.257, 3.839], [-4.034, -0.038, 3.523], [-5.169, -0.931, 2.505], [-5.147, 0.831, 2.448], [-3.968, -0.412, 0.507], [-3.056, 1.640, 0.130], [-3.370, 2.080, 1.800], [-1.820, 1.357, 1.364], [-1.887, -0.792, 2.714], [-1.550, -0.901, 0.994], [-3.823, -2.563, 1.965], [-2.642, -2.960, 0.733], [2.481, -0.340, 0.793], [1.144, 0.639, 3.965], [3.655, 1.780, -1.362], [3.587, 3.120, -2.066], [2.227, 3.158, -2.509], [1.493, 2.333, -1.714], [0.307, 2.289, -1.720], [2.304, 1.599, -0.927], [4.320, 1.770, -0.503], [3.913, 0.962, -2.036], [3.756, 3.954, -1.384], [4.256, 3.201, -2.919], [4.760, 2.534, 3.790], [4.846, 3.149, 2.408], [3.561, 2.823, 1.851], [2.699, 2.626, 2.874], [1.522, 2.501, 2.747], [3.352, 2.591, 4.051], [5.301, 3.098, 4.544], [5.073, 1.489, 3.811], [4.952, 4.228, 2.446], [5.637, 2.724, 1.794], [-0.891, 4.539, -3.990], [-2.289, 4.386, -4.555], [-2.958, 5.536, -4.026], [-2.029, 6.479, -3.742], [-2.276, 7.606, -3.453], [-0.785, 5.963, -3.842], [-0.107, 4.178, -4.651], [-0.782, 4.066, -3.014], [-2.311, 4.445, -5.645], [-2.792, 3.480, -4.229], [4.649, 8.020, 1.508], [5.889, 8.781, 1.938], [6.408, 7.949, 2.983], [5.948, 6.694, 2.799], [6.315, 5.737, 3.403], [5.003, 6.670, 1.832], [4.428, 8.099, 0.448], [3.766, 8.296, 2.086], [6.634, 8.847, 1.144], [5.683, 9.774, 2.327], [2.041, -4.240, -1.185], [3.256, -4.506, -0.326], [4.326, -4.471, -1.296], [3.916, -3.739, -2.350], [4.627, -3.380, -3.241], [2.602, -3.460, -2.262], [1.282, -3.681, -0.654], [1.611, -5.152, -1.605], [3.417, -3.720, 0.412], [3.238, -5.470, 0.173], [-4.097, -6.213, 0.433], [-5.465, -6.749, 0.044], [-6.324, -5.635, 0.350], [-5.577, -4.508, 0.311], [-6.024, -3.402, 0.343], [-4.270, -4.805, 0.223], [-3.283, -6.582, -0.176], [-3.873, -6.384, 1.486], [-5.557, -6.967, -1.015], [-5.765, -7.619, 0.624], [-3.426, -4.575, -4.894], [-4.873, -4.433, -4.458], [-5.082, -5.642, -3.719], [-3.881, -6.078, -3.273], [-3.737, -6.932, -2.459], [-2.877, -5.390, -3.855], [-2.887, -3.633, -4.944], [-3.327, -5.105, -5.843], [-5.028, -3.585, -3.789], [-5.576, -4.381, -5.285]], "mulliken_charge": [-1.668, 0.856, -1.260, -1.050, -0.586, 1.324, -0.682, -0.748, -0.609, 0.844, -0.612, -0.709, 0.615, -0.465, -0.580, 0.313, 0.364, 0.488, 0.283, 0.284, 0.329, 0.194, 0.380, 0.417, 0.340, 0.272, 0.265, 0.328, -0.203, -0.259, -0.353, 0.533, -0.500, -0.149, 0.069, 0.352, 0.179, 0.335, -0.401, 0.311, -0.234, 0.615, -0.577, -0.346, 0.317, 0.281, -0.291, 0.393, -0.050, -0.309, -0.341, 0.655, -0.542, -0.354, 0.320, 0.081, 0.242, 0.291, -0.319, -0.347, -0.369, 0.652, -0.506, -0.286, 0.298, 0.259, 0.259, 0.294, 0.301, -0.117, -0.370, 0.654, -0.593, -0.341, -0.104, 0.211, 0.132, 0.304, -0.498, -0.217, -0.400, 0.687, -0.584, -0.155, 0.424, 0.277, 0.160, 0.305, -0.343, -0.288, -0.319, 0.717, -0.551, -0.310, 0.298, 0.260, 0.255, 0.278]}



{"formula": "C19H40Cl4N2O5", "method": "ωB97M-V with the def2-TZVPD basis set", "lumo_energy_ev": 0.158, "max_force_ev_per_a": 2.204, "smiles": "ClC(Cl)(Cl)Cl.c1cc[nH]c1.c1cc[nH]c1.CCO.CCO.CCO.CCO.CCO", "mol_weight_g_mol": 518.350, "elements": ["Cl", "C", "Cl", "Cl", "Cl", "C", "C", "C", "N", "C", "H", "H", "H", "H", "H", "C", "C", "C", "N", "C", "H", "H", "H", "H", "H", "C", "C", "O", "H", "H", "H", "H", "H", "H", "C", "C", "O", "H", "H", "H", "H", "H", "H", "C", "C", "O", "H", "H", "H", "H", "H", "H", "C", "C", "O", "H", "H", "H", "H", "H", "H", "C", "C", "O", "H", "H", "H", "H", "H", "H"], "coordinates": [[-3.159, -2.028, -1.407], [-2.322, -2.336, -2.983], [-2.894, -3.751, -3.831], [-2.688, -0.918, -3.984], [-0.563, -2.422, -2.718], [-3.923, 1.728, -0.325], [-5.155, 1.201, -0.831], [-5.932, 2.263, -1.211], [-5.290, 3.424, -0.846], [-4.071, 3.097, -0.336], [-3.060, 1.149, -0.038], [-5.334, 0.155, -1.017], [-6.912, 2.390, -1.642], [-5.727, 4.324, -0.889], [-3.431, 3.903, -0.010], [2.054, 2.196, -3.101], [1.272, 2.894, -4.036], [0.004, 2.396, -3.950], [-0.001, 1.383, -3.030], [1.272, 1.212, -2.542], [3.051, 2.497, -2.817], [1.542, 3.619, -4.787], [-0.858, 2.594, -4.567], [-0.844, 0.941, -2.710], [1.341, 0.482, -1.752], [0.052, -1.325, 1.606], [-0.636, -0.605, 0.442], [-0.500, 0.800, 0.581], [-0.016, -0.812, 2.564], [1.124, -1.231, 1.401], [-0.314, -2.350, 1.629], [-1.720, -0.751, 0.481], [-0.312, -0.850, -0.573], [0.395, 1.020, 0.918], [-0.450, -7.149, 1.012], [-0.984, -5.899, 1.689], [-0.911, -4.906, 0.631], [0.558, -6.979, 0.640], [-1.091, -7.388, 0.166], [-0.468, -7.983, 1.715], [-0.416, -5.470, 2.518], [-2.027, -5.972, 2.008], [-1.366, -4.111, 0.929], [0.632, 6.018, 0.562], [0.655, 4.838, -0.407], [0.199, 3.637, 0.185], [-0.369, 6.254, 0.938], [0.961, 6.940, 0.078], [1.226, 5.871, 1.466], [1.670, 4.834, -0.808], [0.042, 5.201, -1.240], [-0.752, 3.787, 0.205], [2.279, -3.146, 4.189], [3.112, -3.489, 2.992], [3.835, -2.323, 2.644], [1.732, -2.202, 4.132], [2.723, -3.071, 5.184], [1.475, -3.889, 4.246], [2.405, -3.748, 2.193], [3.694, -4.399, 3.182], [4.131, -2.393, 1.730], [4.048, 0.397, 0.140], [3.444, 1.741, 0.488], [2.058, 1.541, 0.832], [5.078, 0.614, -0.150], [3.415, -0.201, -0.508], [4.175, -0.202, 1.047], [3.476, 2.392, -0.390], [3.814, 2.210, 1.403], [1.551, 2.354, 0.672]], "nbo_charge": [0.030, -0.212, 0.086, 0.041, 0.062, -0.271, -0.319, -0.080, -0.510, -0.085, 0.230, 0.221, 0.206, 0.412, 0.195, -0.313, -0.320, -0.076, -0.504, -0.067, 0.214, 0.219, 0.205, 0.420, 0.217, -0.648, -0.056, -0.767, 0.222, 0.217, 0.197, 0.158, 0.156, 0.495, -0.625, -0.062, -0.740, 0.216, 0.218, 0.208, 0.162, 0.162, 0.463, -0.634, -0.076, -0.722, 0.195, 0.210, 0.208, 0.181, 0.165, 0.484, -0.630, -0.068, -0.722, 0.218, 0.211, 0.203, 0.162, 0.161, 0.468, -0.639, -0.057, -0.792, 0.215, 0.219, 0.212, 0.167, 0.179, 0.507]}